Entry 1:
Formula: C7H12N2
Source: the Open Molecules 2025 dataset
Level of theory: ωB97M-V with the def2-TZVPD basis set

```
21
Properties=species:S:1:pos:R:3:nbo_charge:R:1
C -0.66617 -1.57400 0.01982 0.4038
C 1.30773 -0.31407 0.30430 0.3442
C -1.04053 0.69988 0.24599 0.5313
C 2.38857 0.41610 0.31153 -0.1085
C -1.54749 2.00682 0.08291 -0.8186
C 3.68675 0.07379 -0.31794 -0.6511
C -2.94060 -0.74382 -0.13118 -0.4425
N 0.64280 -1.44769 0.18373 -0.4896
N -1.50299 -0.49723 0.01086 -0.4067
H -1.09058 -2.56195 -0.10065 0.2767
H 2.36373 1.39697 0.78113 0.3029
H -0.84612 2.61458 -0.50671 0.3465
H -1.54757 2.52482 1.05318 0.3418
H -2.53014 2.06454 -0.40045 0.2778
H 3.71512 -0.93600 -0.71762 0.2409
H 4.46984 0.21493 0.43148 0.2895
H 3.91303 0.79286 -1.11031 0.2913
H -3.25662 -0.47399 -1.14116 0.2624
H -3.50101 -0.14258 0.58373 0.2616
H -3.17257 -1.79214 0.04219 0.2565
H 1.15484 -2.32183 0.37517 0.4901
```

Its charge is +2. For the maximum force, the calculation gives 4.2 eV Å⁻¹. Its LUMO energy is -10.517 eV. Its HOMO energy is -17.92 eV. The gap between HOMO and LUMO is 7.4 eV. The energy above the lowest of the compared OMol25 structures with the same formula, charge and spin comes out at 312.14 kJ/mol.


Entry 2:
Formula: C4H9NO7SZn
Source: the Open Molecules 2025 dataset
Level of theory: ωB97M-V with the def2-TZVPD basis set

```
23
Properties=species:S:1:pos:R:3:nbo_charge:R:1
Zn -15.71132 12.36132 -20.82597 1.7165
S -15.91213 10.16068 -19.32877 2.5632
O -15.79102 10.37367 -20.83098 -1.1680
O -17.11241 9.38012 -19.00352 -1.0807
O -14.69871 9.50724 -18.81904 -1.0708
O -15.99622 11.57995 -18.86452 -1.1441
O -14.49229 13.87044 -20.29659 -1.0094
C -13.86306 14.19942 -21.48312 -0.0685
C -14.65290 13.88988 -22.76617 -0.0583
O -15.24032 12.64845 -22.77419 -1.0068
H -12.91344 13.61801 -21.57480 0.0922
H -13.56474 15.27316 -21.50465 0.0813
H -13.95896 14.02603 -23.62988 0.0848
H -15.40840 14.71367 -22.91867 0.0594
O -17.64818 13.08216 -20.75796 -0.6256
C -18.78922 13.46362 -20.84586 0.6927
N -19.64241 13.38367 -19.79340 -0.8258
C -19.29733 14.01816 -22.15364 -0.7121
H -20.52877 13.84962 -19.82877 0.3728
H -19.34748 12.89152 -18.96513 0.4268
H -20.36795 14.24342 -22.15485 0.1807
H -19.10199 13.26977 -22.91926 0.2567
H -18.73173 14.91402 -22.40232 0.2431
```

Its charge is -2. For the maximum force, the calculation gives 1.4 eV Å⁻¹. Its LUMO energy is 4.769 eV. Its HOMO energy is -0.57 eV. The gap between HOMO and LUMO is 5.3 eV. The energy above the lowest of the compared OMol25 structures with the same formula, charge and spin comes out at 0.00 kJ/mol.


Entry 3:
Formula: C15H25AlCl2NO
Source: the Open Molecules 2025 dataset
Level of theory: ωB97M-V with the def2-TZVPD basis set

```
45
Properties=species:S:1:pos:R:3:nbo_charge:R:1
C 2.33518 4.01880 -0.13707 -0.4421
C 1.96908 3.10930 0.77006 -0.6773
Al 1.21601 1.29098 0.35011 1.5589
C 0.47296 0.50322 2.02048 -0.6963
C -0.69408 -0.13736 2.12281 -0.4305
C -0.17769 1.43459 -1.08873 -0.9942
C -1.00812 2.73043 -1.10143 -0.3982
C -1.48549 3.20197 -2.48152 -0.4187
C -0.37261 3.29710 -3.52251 -0.0670
O -0.31950 2.14911 -4.38028 -0.7419
C 2.84000 0.16396 -0.20790 -0.4312
Cl 4.31485 0.51889 0.71434 -0.0898
C 3.02424 -0.79810 -1.10676 -0.0852
C 4.27114 -1.56442 -1.43903 -0.6622
Cl 1.62879 -1.29320 -2.07593 -0.0655
H 2.36202 3.78316 -1.20221 0.1600
H 2.64341 5.03537 0.11302 0.1570
H 2.06057 3.45295 1.80639 0.1751
H 1.04318 0.56379 2.95510 0.1754
H -1.36025 -0.21054 1.26508 0.1694
H -1.05411 -0.60030 3.04006 0.1639
H 0.26353 1.24210 -2.06997 0.1923
H -0.86303 0.58851 -0.94044 0.2092
H -0.45800 3.55647 -0.63937 0.1966
H -1.89545 2.58143 -0.47785 0.1950
H -2.26403 2.54660 -2.88397 0.2005
H -1.93090 4.19747 -2.37072 0.1852
H -0.52867 4.15529 -4.18093 0.1568
H 0.58521 3.41996 -3.00887 0.1717
H 0.43321 1.61572 -4.12119 0.4731
H 5.02310 -0.89855 -1.86833 0.2197
H 4.70251 -1.99914 -0.53590 0.2235
H 4.06601 -2.35449 -2.15634 0.2157
C -1.81214 -4.61819 3.47486 -0.6142
C -2.81770 -4.88744 2.36314 -0.3758
C -2.86748 -3.75145 1.33644 -0.5119
C -3.31328 -2.49269 1.93225 0.2878
N -3.58581 -1.48878 2.41646 -0.3259
H -2.08168 -3.72325 4.03697 0.2204
H -1.76872 -5.45521 4.17244 0.2067
H -0.81120 -4.46558 3.06782 0.2126
H -3.81428 -5.03345 2.78526 0.2010
H -2.55852 -5.80720 1.83480 0.2021
H -3.53566 -3.99740 0.50978 0.2420
H -1.87659 -3.58043 0.90959 0.2562
```

Its charge is -1. For the maximum force, the calculation gives 0.3 eV Å⁻¹. Its LUMO energy is 2.619 eV. Its HOMO energy is -5.12 eV. The gap between HOMO and LUMO is 7.7 eV.


Entry 4:
Formula: CH5N3O2S
Source: the Open Molecules 2025 dataset
Level of theory: ωB97M-V with the def2-TZVPD basis set

```
12
Properties=species:S:1:pos:R:3:nbo_charge:R:1
H 1.12405 -1.26739 1.00231 0.3629
N 0.79347 -0.59632 0.37462 -0.7431
C -0.39861 -0.83423 0.15986 0.3158
N -1.11341 -0.02125 -0.60464 -0.8631
S -0.39654 1.07560 -1.74649 2.4062
N 0.92331 1.50618 -0.82853 -1.0883
O -1.41318 2.07081 -1.73106 -0.9261
O 0.01268 0.40926 -2.94575 -0.8841
H -1.02243 -1.80625 0.41438 0.1658
H -2.12823 -0.28338 -0.89702 0.4277
H 1.27500 0.80190 -0.18136 0.4369
H 0.70282 2.35556 -0.39585 0.3895
```

For the maximum force, the calculation gives 4.7 eV Å⁻¹. Its LUMO energy is 0.498 eV. Its HOMO energy is -10.25 eV. The gap between HOMO and LUMO is 10.7 eV. The energy above the lowest of the compared OMol25 structures with the same formula, charge and spin comes out at 137.49 kJ/mol. The SMILES is [H]/N=C/NS(N)(=O)=O.


Q: Look up the LUMO energy of the fourth one.
A: 0.498 eV